No. 1
This record from OMol25 describes a molecular structure, C20H42CuHg2O10 at a distorted geometry. The level of theory is ωB97M-V/def2-TZVPD.

Each line ends with the Mulliken charge.
Positions of all 75 atoms, in Å:
1 Hg -1.7319 1.2199 3.8396  1.438
2 Hg -0.0127 3.3120 2.0805  1.253
3 Cu -3.1475 2.5313 1.1156  0.551
4 O -3.6872 0.7112 2.6265  -0.742
5 O -0.2081 -2.6449 3.6648  -0.237
6 O 3.8620 -1.9375 -3.3316  -0.353
7 O -1.0130 1.2796 1.4621  -0.001
8 O -4.4666 2.4541 -0.7223  -0.354
9 O 3.6674 2.3075 -0.1499  -0.156
10 O -1.1385 -0.8203 4.5858  -0.823
11 O 4.3280 -0.7742 -1.4784  -0.627
12 O 2.1840 3.0498 1.3981  -0.555
13 O -5.1454 1.2872 -2.5168  -0.269
14 C -0.9702 -0.1389 -0.5827  -0.736
15 C 1.0748 -2.0078 3.4599  -0.007
16 C -2.3054 -2.9289 4.6226  -1.262
17 C -3.9974 -0.4883 -3.6050  -1.277
18 C 3.3147 2.7121 1.0259  0.697
19 C -5.0121 2.3927 -1.8173  0.606
20 C 6.1882 -1.9798 -4.2574  -1.183
21 C -4.1070 -1.4698 1.6098  -1.090
22 C -4.3320 0.1412 -2.2655  0.545
23 C 3.2710 3.0588 -2.3665  -1.500
24 C -5.7725 3.5553 -2.4053  -1.076
25 C -0.2583 0.3474 0.6763  0.989
26 C -1.1854 -2.0116 4.2473  0.918
27 C -4.4742 0.0057 1.7618  0.990
28 C 4.8420 -1.2516 -4.1135  -0.019
29 C 2.8125 -2.5707 -1.2528  -0.383
30 C 4.4946 2.7636 1.9484  -1.180
31 C 3.7576 -1.6930 -2.0447  0.776
32 C 2.7504 2.1606 -1.2489  0.419
33 C 2.0114 -2.2730 4.6324  -1.163
34 H 0.6644 0.8347 0.3442  -0.619
35 H 6.1006 -3.0647 -4.2396  0.304
36 H 0.0017 -0.4642 1.3542  -0.264
37 H 4.2761 3.2092 2.9154  0.365
38 H -4.3757 -2.0828 2.4662  0.333
39 H 3.4012 4.1113 -2.0883  0.413
40 H 1.4598 -2.0991 5.5574  0.346
41 H -2.0144 -0.4142 -0.4089  -0.279
42 H -3.2462 -2.4100 4.7866  0.350
43 H 0.9873 -0.9280 3.3366  0.128
44 H -6.8253 3.2716 -2.3533  0.314
45 H 4.1734 2.7344 -2.8729  0.332
46 H 2.8489 -1.5772 4.6159  0.353
47 H 5.3438 3.3601 1.6024  0.358
48 H 2.4032 -3.2860 4.5923  0.343
49 H 4.3848 -1.2163 -5.1021  0.361
50 H -4.5437 0.4746 0.7650  -0.628
51 H -0.9810 0.6412 -1.3425  0.486
52 H 2.4686 3.2461 -3.0908  0.402
53 H -3.0875 -1.0801 -3.6777  0.351
54 H -4.8786 -1.0433 -3.9277  0.344
55 H 2.5290 -3.4483 -1.8364  0.380
56 H -4.5342 -1.8443 0.6787  0.362
57 H 6.7353 -1.6529 -5.1367  0.388
58 H -4.9119 -0.5443 -1.6408  0.230
59 H -2.0975 -3.4906 5.5358  0.364
60 H 3.2895 -2.7858 -0.3049  0.269
61 H 1.8642 -2.0385 -1.1648  -0.293
62 H -5.5096 0.0687 2.1710  0.384
63 H -0.5229 -1.0709 -0.9227  0.212
64 H 4.9353 1.7654 1.9897  0.337
65 H -3.4320 0.2835 -1.6612  -0.365
66 H -5.5678 4.3907 -1.7437  0.329
67 H -3.0262 -1.5731 1.4577  0.151
68 H -2.4005 -3.6934 3.8504  0.390
69 H -5.5304 3.7449 -3.4467  0.364
70 H 2.8784 1.1585 -1.6580  -0.102
71 H 1.4721 -2.4722 2.5610  0.311
72 H 5.0390 -0.2331 -3.7892  0.125
73 H 6.7841 -1.7123 -3.3812  0.304
74 H -3.8650 0.2514 -4.3991  0.369
75 H 1.7164 2.3795 -0.9904  0.207

Summary:
Total charge: +3
LUMO level (eV): -13.88
Kohn-Sham gap (eV): 2.28

---

No. 2
This record from OMol25 describes a molecular structure, C20H42IrNO2Si3 at a distorted geometry. The level of theory is ωB97M-V/def2-TZVPD.

Each line ends with the natural charge from an NBO analysis.
Positions of all 69 atoms, in Å:
1 Ir 0.3158 -0.6902 -0.5669  1.403
2 Si 0.8595 1.3730 1.3548  2.006
3 Si 2.2604 1.7615 -1.4328  1.754
4 Si -0.6700 2.6621 -1.0775  1.730
5 O 1.9767 -1.7898 -1.0624  -0.729
6 O 1.2799 -0.3231 1.5508  -0.943
7 N -1.0551 -3.1659 2.4264  -0.453
8 C 0.7033 1.4951 -0.4582  -1.935
9 C -3.4149 -2.5279 -2.0536  -0.214
10 C 1.6799 -0.9079 2.8084  -0.239
11 C -0.6044 3.3265 -2.8716  -1.107
12 C -1.9205 -4.2833 2.7125  -0.415
13 C 2.2745 2.2300 2.3365  -1.161
14 C 1.6823 -2.8295 -1.9239  -0.264
15 C 3.7421 1.0606 -0.5338  -1.126
16 C -2.2704 1.6767 -1.0302  -1.135
17 C -0.7597 1.5778 2.3422  -1.168
18 C 2.6303 3.5838 -1.5932  -1.145
19 C -1.7589 -1.9770 1.8951  -0.266
20 C 0.0179 -3.5903 1.6160  -0.424
21 C -2.1710 -1.9098 -1.9160  -0.245
22 C -3.5254 -2.6868 0.3107  -0.235
23 C -4.1094 -2.9133 -0.9218  -0.217
24 C -1.5576 -1.6943 -0.6610  -0.406
25 C 2.1959 1.0176 -3.1309  -1.135
26 C -2.2835 -2.1048 0.5014  0.024
27 C -0.8790 4.2314 0.0278  -1.114
28 H -1.6696 1.4986 1.7639  0.244
29 H 3.2130 1.6887 2.3084  0.245
30 H -5.0761 -3.3947 -0.9843  0.216
31 H 0.6275 -2.8140 1.2421  0.202
32 H -4.0929 -2.9219 1.2228  0.203
33 H 1.8937 4.1632 -2.1549  0.235
34 H -1.3821 4.0953 1.0090  0.237
35 H 1.1032 -3.6508 -1.4779  0.172
36 H 2.7235 -1.1748 2.7051  0.197
37 H -1.5947 3.3835 -3.2658  0.239
38 H -2.6911 -3.9804 3.4719  0.198
39 H -2.5815 -1.6819 2.5750  0.207
40 H -0.7224 0.8002 3.1042  0.239
41 H -0.7549 2.4886 2.9204  0.243
42 H 1.6211 -0.1217 3.6231  0.178
43 H -0.2022 4.3434 -2.8587  0.232
44 H 0.0443 4.7576 0.2137  0.232
45 H -2.2589 0.9271 -1.8186  0.238
46 H 2.6099 3.9924 -0.5602  0.229
47 H -1.0934 -1.1037 1.9299  0.203
48 H -1.6223 -1.6667 -2.7782  0.201
49 H -2.4318 -4.6314 1.7850  0.176
50 H -1.3458 -5.1318 3.1784  0.206
51 H 2.4191 3.2620 2.0486  0.243
52 H 4.4997 0.6446 -1.2321  0.245
53 H 1.5307 1.4715 -3.8343  0.229
54 H 4.1482 1.9051 -0.0291  0.226
55 H 1.1314 -2.4966 -2.7845  0.158
56 H 1.9364 2.2428 3.3885  0.234
57 H -0.2955 -4.1570 0.6864  0.167
58 H 2.0002 -0.0413 -3.1107  0.236
59 H -2.4541 1.1776 -0.0779  0.229
60 H 3.6433 3.7399 -2.0371  0.243
61 H -3.8891 -2.6046 -3.0536  0.215
62 H 0.9999 -1.6918 3.0470  0.208
63 H -0.0339 2.7071 -3.5370  0.235
64 H -3.1161 2.3685 -1.2681  0.234
65 H 2.6485 -3.2213 -2.2912  0.180
66 H 3.2120 1.1556 -3.5557  0.238
67 H 0.7192 -4.1651 2.2088  0.201
68 H 3.4231 0.3841 0.2303  0.238
69 H -1.4780 4.8520 -0.6017  0.232

Summary:
Total charge: 0
LUMO level (alpha / beta) (eV): 0.63 / -1.58
Kohn-Sham gap (alpha / beta) (eV): 8.05 / 6.94
<S²>: 6.013
Spin multiplicity: 5

---

No. 3
This record from OMol25 describes a molecular structure, C20H42NNdP3S at a distorted geometry. The level of theory is ωB97M-V/def2-TZVPD.

Each line ends with the natural charge from an NBO analysis.
Positions of all 68 atoms, in Å:
1 Nd 0.2670 -0.0257 -0.1093  1.850
2 S 1.4960 -0.4245 -2.7495  0.074
3 P -1.9746 -1.6819 1.8417  0.760
4 P -1.4987 2.0908 0.8419  0.709
5 P 2.1900 1.9479 -0.5821  0.668
6 N 0.4892 0.1174 2.2920  -0.641
7 C 0.8796 -3.5829 -0.3209  -0.437
8 C 0.9040 0.2527 4.8843  -0.558
9 C -3.5642 -1.5524 0.9090  -0.924
10 C 2.3295 -2.2693 -4.6514  -0.184
11 C 3.7496 1.0982 -1.0459  -0.923
12 C 1.2395 -0.9300 -6.8498  -0.180
13 C 1.5547 2.8685 -2.0666  -0.911
14 C -2.5554 -1.0670 3.4862  -0.930
15 C -0.0649 -0.3639 5.9159  -0.601
16 C 1.0625 -0.3970 -5.5704  -0.184
17 C -1.9957 -3.4616 2.2959  -0.918
18 C 1.9163 -2.1229 -7.0627  -0.117
19 C -2.6995 2.2578 -0.5554  -0.930
20 C 0.5796 0.2122 3.4585  0.584
21 C 2.8201 3.3249 0.4135  -0.914
22 C -0.7817 3.7837 0.9330  -0.918
23 C 1.5445 -1.0970 -4.4469  -0.200
24 C -2.6770 2.2292 2.2493  -0.910
25 C 2.4702 -2.7889 -5.9525  -0.189
26 C -0.3201 -3.6829 -0.9250  -0.333
27 H -0.0317 3.7958 1.7372  0.245
28 H -3.3506 3.1377 -0.4249  0.282
29 H -0.9390 -2.8816 -1.3425  0.170
30 H 1.0582 2.2023 -2.7845  0.248
31 H -3.3229 1.3498 -0.5977  0.251
32 H 0.8533 -0.3964 -7.6987  0.251
33 H -1.2912 -4.0272 1.6806  0.243
34 H -2.1392 2.0414 3.1882  0.242
35 H -0.2941 4.0590 -0.0131  0.239
36 H 0.9042 3.6834 -1.7230  0.253
37 H 1.0342 -4.1889 0.5758  0.239
38 H -1.7696 -3.5792 3.3641  0.260
39 H -2.1407 2.3580 -1.4987  0.238
40 H -3.5000 1.5084 2.1475  0.255
41 H 4.1323 1.5591 -1.9629  0.274
42 H 1.8725 -0.2412 5.0085  0.300
43 H -1.0883 0.0020 5.7812  0.225
44 H 2.4257 3.2875 -2.5703  0.273
45 H 3.2963 4.0732 -0.2281  0.278
46 H -0.8758 -4.6112 -0.9381  0.241
47 H 0.5616 0.5606 -5.4279  0.234
48 H -1.8182 -1.2946 4.2635  0.239
49 H 2.8402 -2.7881 -3.8176  0.240
50 H 3.5916 0.0230 -1.2327  0.241
51 H 4.4677 1.2121 -0.2230  0.275
52 H 1.7072 -2.9124 -0.5990  0.194
53 H -3.3619 -1.8356 -0.1299  0.230
54 H -0.0607 -1.4615 5.8913  0.234
55 H -3.9531 -0.5272 0.9290  0.233
56 H -3.0054 -3.8451 2.1248  0.262
57 H -4.3314 -2.2252 1.3116  0.266
58 H -2.7145 0.0141 3.4880  0.231
59 H -3.4954 -1.5574 3.7684  0.271
60 H 3.5455 2.9080 1.1231  0.263
61 H 1.0470 1.3031 5.1491  0.291
62 H -1.5393 4.5483 1.1743  0.279
63 H 3.0459 -3.7059 -6.1299  0.257
64 H -3.1244 3.2331 2.3255  0.279
65 H 1.9800 3.7883 0.9411  0.249
66 H 2.0449 -2.5117 -8.0779  0.260
67 H 0.2220 -0.0915 6.9390  0.271
68 H 0.1569 -0.7017 -2.1242  -0.049

Summary:
Energy above the lowest of the compared OMol25 structures with the same formula, charge and spin (kcal/mol): 30.9
Total charge: +3
LUMO level (alpha / beta) (eV): -10.25 / -10.04
Kohn-Sham gap (alpha / beta) (eV): 6.60 / 6.81
<S²>: 3.754
Spin multiplicity: 4

---

No. 4
This record from OMol25 describes a molecular structure, C20H42NP3PmS at a distorted geometry. The level of theory is ωB97M-V/def2-TZVPD.

Each line ends with the Mulliken spin population.
Positions of all 68 atoms, in Å:
1 Pm 0.5728 -1.0184 0.3874  4.035
2 S 1.7913 0.4530 -4.2347  -0.001
3 P -2.1941 -1.4378 -0.3082  -0.001
4 P 2.9889 0.5340 0.1852  -0.011
5 P -0.4640 1.5772 1.4607  -0.008
6 N 0.3179 -1.4181 2.7047  -0.013
7 C 2.9051 2.2815 -0.3757  -0.001
8 C 0.3122 0.1360 -4.8844  0.000
9 C 0.8654 -0.6573 6.1078  0.000
10 C 0.1841 -1.4980 3.8638  0.005
11 C -3.3476 -1.5222 1.1253  0.000
12 C 0.6259 2.3731 2.6993  -0.001
13 C -2.0122 1.4925 2.4332  -0.002
14 C 1.5332 -3.0886 0.0672  -0.025
15 C 3.8515 0.7207 1.8024  -0.001
16 C -0.8461 3.0021 0.3703  -0.001
17 C 4.3898 -0.0440 -0.8479  -0.001
18 C -2.4811 0.3198 -5.0774  0.000
19 C -0.4556 -1.0279 -4.7367  0.000
20 C -0.2866 1.4347 -5.3966  0.000
21 C -1.7657 1.4696 -5.2302  0.000
22 C -2.9411 -0.0701 -1.2917  -0.001
23 C -1.8398 -0.9319 -4.8337  0.000
24 C -0.0052 -1.6277 5.2885  0.000
25 C 1.4377 -2.4927 -1.1760  0.017
26 C -2.7480 -2.8938 -1.2787  -0.002
27 H 1.4970 2.8368 2.2248  0.000
28 H 0.0670 3.3385 -0.1367  0.000
29 H 1.9325 -0.8615 5.9646  0.000
30 H -3.1600 0.7999 -0.6577  -0.001
31 H 3.9060 2.6021 -0.6973  0.000
32 H -1.8698 -3.4967 -1.5433  0.000
33 H 2.5375 2.9487 0.4140  0.000
34 H 0.0518 3.1439 3.2273  0.000
35 H -2.7775 -1.4843 2.0632  0.000
36 H -1.9480 0.6793 3.1668  0.000
37 H -1.0713 -1.4454 5.4963  0.000
38 H 0.6609 -0.7508 7.1768  0.000
39 H 0.9689 1.6251 3.4255  0.001
40 H 5.1949 0.7033 -0.8222  0.000
41 H -1.2594 3.8256 0.9687  0.000
42 H 0.6776 0.3910 5.8418  0.000
43 H 2.2829 -1.9545 -1.6422  0.003
44 H 0.7883 -3.8082 0.4563  -0.001
45 H -2.1450 2.4428 2.9641  0.000
46 H 3.1983 1.2075 2.5370  0.000
47 H -1.5817 2.6969 -0.3850  0.000
48 H -2.8745 1.3175 1.7793  0.000
49 H 0.2167 -2.6698 5.5718  0.000
50 H -4.0647 -0.6926 1.1057  0.000
51 H 4.7712 1.3098 1.6792  -0.001
52 H -2.2368 0.2348 -2.0775  0.001
53 H -3.4294 -3.5029 -0.6717  0.000
54 H 0.0378 -1.9454 -4.4264  0.000
55 H -3.8645 -0.4253 -1.7708  0.000
56 H 0.6202 -2.6800 -1.8951  0.005
57 H 0.2993 2.1340 -4.7496  0.000
58 H -3.8889 -2.4757 1.0883  0.000
59 H -3.2585 -2.5773 -2.1973  0.000
60 H -2.4576 -1.8186 -4.6958  0.000
61 H 0.0021 1.6649 -6.4413  0.000
62 H 2.2230 2.3354 -1.2333  0.000
63 H 2.4585 -3.0351 0.6714  0.001
64 H 4.7581 -1.0001 -0.4580  0.000
65 H -3.5749 0.3373 -5.1345  0.000
66 H 4.0492 -0.1879 -1.8802  0.000
67 H -2.2357 2.4491 -5.3095  0.000
68 H 4.1094 -0.2781 2.1785  0.000

Summary:
Energy above the lowest of the compared OMol25 structures with the same formula, charge and spin (kcal/mol): 31.6
Total charge: +3
LUMO level (alpha / beta) (eV): -11.68 / -11.48
Kohn-Sham gap (alpha / beta) (eV): 3.55 / 3.75
<S²>: 6.008
Spin multiplicity: 5